6 unconnected molecules or ions with the total composition C26H45FN3O23S8 in a non-equilibrium geometry, computed with ωB97M-V/def2-TZVPD.

```
106
Properties=species:S:1:pos:R:3
C 3.43 -0.73 2.92
C 2.28 -1.74 2.67
C 2.58 -2.94 3.64
C 0.94 -1.15 3.15
C -0.01 -0.55 2.05
C 0.02 1.01 2.16
C -0.08 1.86 0.88
C -1.53 2.25 0.44
S -1.93 1.51 -1.19
C -3.22 0.36 -1.06
S -4.81 0.90 -0.78
N -2.94 -1.02 -1.21
C -3.30 -2.10 -0.44
C -2.78 -3.26 -0.91
N -2.08 -2.90 -2.07
C -2.20 -1.61 -2.22
S -1.69 -1.04 2.59
O -2.70 -0.24 1.97
O -1.87 -2.45 2.57
F -1.67 -0.62 4.12
C 0.18 -1.16 0.65
C 1.64 -1.47 0.28
C 2.44 -0.24 -0.15
C 1.52 -2.39 -1.00
N 2.28 -2.31 1.31
O 3.46 -2.68 0.95
H 4.39 -1.21 2.75
H 3.32 0.20 2.36
H 3.40 -0.52 3.99
H 2.15 -3.83 3.14
H 2.05 -2.85 4.58
H 3.65 -3.13 3.77
H 0.39 -1.92 3.70
H 1.17 -0.38 3.89
H -0.83 1.31 2.79
H 0.90 1.35 2.71
H 0.42 1.46 -0.01
H 0.43 2.81 1.10
H -1.55 3.33 0.26
H -2.27 2.06 1.21
H -3.90 -1.87 0.44
H -2.89 -4.24 -0.47
H -1.74 -1.11 -3.06
H -0.32 -2.14 0.67
H -0.30 -0.60 -0.16
H 3.52 -0.40 -0.14
H 2.23 0.56 0.57
H 2.11 0.16 -1.12
H 0.53 -2.30 -1.44
H 1.82 -3.42 -0.79
H 2.23 -2.01 -1.75
C 6.05 -2.69 8.22
C 6.89 -3.23 7.08
O 6.14 -2.91 5.90
S 5.34 -1.54 6.13
O 6.08 -0.48 5.55
O 3.98 -1.77 5.80
O 5.50 -1.46 7.72
H 5.22 -3.36 8.46
H 6.63 -2.50 9.12
H 7.06 -4.30 7.16
H 7.86 -2.71 7.02
C -3.85 3.34 3.72
C -4.56 3.74 2.44
O -5.26 4.94 2.78
S -4.42 5.77 3.87
O -3.66 6.77 3.22
O -5.28 6.06 4.96
O -3.42 4.58 4.30
H -4.54 2.86 4.42
H -3.00 2.69 3.54
H -5.25 2.98 2.09
H -3.84 3.97 1.65
C 4.94 0.41 -4.05
C 4.07 0.47 -5.28
O 2.82 1.00 -4.82
S 3.09 2.03 -3.61
O 3.09 3.34 -4.12
O 2.27 1.64 -2.52
O 4.61 1.59 -3.31
H 4.69 -0.46 -3.43
H 6.00 0.40 -4.28
H 3.92 -0.50 -5.74
H 4.48 1.16 -6.03
C -6.21 -2.69 -2.22
C -5.53 -3.04 -3.53
O -6.54 -3.75 -4.26
S -7.99 -3.18 -3.88
O -8.39 -2.23 -4.87
O -8.82 -4.27 -3.52
O -7.56 -2.37 -2.56
H -6.23 -3.55 -1.54
H -5.73 -1.86 -1.72
H -4.65 -3.65 -3.39
H -5.27 -2.14 -4.08
C 0.16 4.25 -8.62
C -0.82 3.37 -7.88
O -0.20 3.13 -6.61
S 0.67 4.41 -6.18
O -0.11 5.21 -5.30
O 1.97 3.97 -5.84
O 0.69 5.13 -7.62
H 0.99 3.66 -9.03
H -0.31 4.82 -9.42
H -1.01 2.43 -8.39
H -1.76 3.89 -7.71
```

DFT total energy = -6197.5390 a.u.
net charge = 0
multiplicity = 2
highest occupied orbital energy (alpha / beta) = -0.28863 / -0.32304 Ha
F_max = 2.64 eV/A
HOMO-LUMO gap (alpha / beta) = 7.83 / 5.53 eV
M = 1043.2 g/mol


A molecular structure, C44H48CsN6O2PS4 in a non-equilibrium geometry, computed with ωB97M-V/def2-TZVPD.

```
106
Properties=species:S:1:pos:R:3
Cs 0.38 -1.44 0.32
C -3.08 -2.96 -4.76
C -2.42 -4.28 -4.38
S -1.53 -4.20 -2.80
C 0.12 -4.61 -3.32
C 0.88 -3.41 -3.87
S 0.16 -1.83 -3.31
C 0.06 -0.82 -4.79
C -1.37 -0.74 -5.34
S -2.51 -1.42 -4.07
H -4.12 -2.92 -4.41
H -3.17 -2.87 -5.86
H -1.70 -4.60 -5.12
H -3.20 -5.06 -4.33
H 0.11 -5.51 -3.98
H 0.62 -4.96 -2.42
H 0.95 -3.35 -5.00
H 1.94 -3.39 -3.53
H 0.80 -1.09 -5.57
H 0.47 0.13 -4.44
H -1.55 -1.23 -6.30
H -1.77 0.27 -5.43
O 1.96 -3.75 -0.35
S 1.92 -4.47 0.92
O 0.76 -5.26 1.22
N 2.06 -3.27 2.02
C 1.62 -3.38 3.29
C 1.42 -4.63 3.97
C 1.17 -4.65 5.34
C 0.95 -3.46 6.06
C 0.90 -2.25 5.36
C 0.45 -1.07 6.02
C 0.47 0.12 5.29
C 0.83 0.08 3.92
N 1.24 -1.04 3.27
C 1.23 -2.20 3.97
C 3.42 -5.47 0.93
C 4.43 -5.07 1.78
C 5.62 -5.73 1.74
C 5.78 -6.74 0.80
C 4.80 -7.11 -0.11
C 3.56 -6.50 -0.01
H 1.52 -5.55 3.41
H 1.00 -5.62 5.78
H 0.73 -3.46 7.14
H 0.23 -1.03 7.11
H 0.20 1.08 5.77
H 0.90 1.01 3.34
H 4.18 -4.25 2.47
H 6.40 -5.37 2.42
H 6.73 -7.27 0.70
H 4.96 -7.95 -0.80
H 2.73 -6.74 -0.67
C 1.07 7.00 2.92
N 1.02 5.61 3.32
C 1.58 5.16 4.61
C 0.45 4.69 2.60
N -0.08 3.83 1.99
H 1.19 7.11 1.82
H 1.91 7.48 3.46
H 0.12 7.51 3.21
H 2.19 5.99 4.97
H 2.15 4.21 4.51
H 0.75 4.94 5.30
N 4.64 0.02 -1.68
C 3.66 -0.76 -1.13
N 2.82 -0.10 -0.40
C 3.25 1.23 -0.44
C 2.65 2.41 -0.02
C 3.12 3.61 -0.51
C 4.21 3.73 -1.36
C 4.86 2.55 -1.77
C 4.37 1.32 -1.31
H 5.37 -0.30 -2.33
H 3.66 -1.84 -1.22
H 1.76 2.40 0.59
H 2.62 4.53 -0.27
H 4.58 4.68 -1.77
H 5.75 2.53 -2.37
C -3.31 2.99 1.36
P -3.55 2.19 -0.30
C -3.15 3.65 -1.31
C -3.98 3.97 -2.40
C -3.67 5.07 -3.22
C -2.50 5.79 -2.99
C -1.70 5.46 -1.90
C -1.98 4.35 -1.08
C -5.37 2.22 -0.39
C -6.13 3.34 0.05
C -7.50 3.22 0.15
C -8.15 2.01 -0.21
C -7.40 0.96 -0.74
C -6.00 1.05 -0.77
H -2.22 3.28 1.52
H -3.54 2.33 2.19
H -3.92 3.88 1.49
H -4.90 3.36 -2.59
H -4.35 5.37 -4.00
H -2.12 6.50 -3.68
H -0.92 6.11 -1.59
H -1.34 4.12 -0.24
H -5.65 4.31 0.24
H -8.10 4.05 0.46
H -9.19 1.89 -0.08
H -7.88 0.09 -1.07
H -5.38 0.18 -1.06
```

DFT total energy = -4138.6366 a.u.
net charge = 0
highest occupied orbital energy = -0.23498 Ha
F_max = 3.72 eV/A
HOMO-LUMO gap = 6.55 eV
M = 985.1 g/mol
energy relative to the best compared isomer or geometry (same formula, charge and spin) = 1.247 eV